# C38H98F12N8O26S4

A cluster of 14 separate species, C38H98F12N8O26S4 in total in a non-equilibrium geometry (ωB97M-V/def2-TZVPD, the OMol25 dataset).

## Properties
HOMO-LUMO gap	7.07	eV
F_max	3.904	eV Å⁻¹
lowest unoccupied orbital energy	-5.21	eV
molecular weight	1439.5	g/mol
electronic energy	-182087.18139	eV
total charge	+2

Cartesian coordinates (Å):
C -22.71369 -7.28643 1.75474
C -23.66356 -6.36565 -3.46067
S -30.77018 -9.76045 -0.32025
H -17.65678 -4.71332 0.83008
H -23.49241 -4.57968 -4.63718
H -23.66774 -7.50545 2.25407
H -20.63562 -10.32619 8.62231
H -25.96870 -9.94479 -4.26472
C -29.54440 -7.81978 3.97921
S -25.25676 -8.77558 -0.76254
H -29.18209 -10.50468 -3.27006
C -24.14094 -9.68858 5.58412
C -21.92366 -3.13558 4.27415
H -28.68461 -10.27588 4.74931
C -21.62741 -14.74192 -2.58771
O -22.83702 -10.26086 5.92449
H -21.53255 -2.99126 -4.21678
H -24.30440 -3.88320 3.52191
O -21.12169 -8.96961 -3.73005
O -20.87907 -15.40401 4.17604
H -25.82944 -11.98908 3.29893
H -22.43263 -3.57906 5.13750
C -18.46831 -4.93643 0.08524
C -22.82440 -5.32052 -4.19199
C -26.32529 -4.90196 1.67832
H -20.74056 -14.68513 -3.22528
F -22.95591 -16.04250 1.83253
O -27.02889 -10.44590 3.48364
H -21.67479 -3.50575 2.22167
H -21.08198 -12.19026 4.87342
C -28.29918 -8.52136 3.57188
C -30.14400 -6.21257 -1.74895
O -28.98822 -7.03492 -4.74729
N -23.71593 -3.57425 2.73628
F -31.92487 -11.35178 1.43618
H -19.63576 -11.75131 0.84269
H -22.29795 -5.80928 -5.02320
H -27.45941 -12.30521 2.51597
H -19.44374 -7.27755 -1.44403
H -25.11285 -7.75559 -3.82428
H -24.75891 -9.68310 6.47810
O -30.85792 -6.65136 -5.86920
C -22.68870 -11.29077 6.87009
S -21.07186 -9.13740 -5.21949
C -20.52329 -10.34864 -0.56203
O -29.89264 -8.66680 -5.78712
H -16.36489 -6.64337 0.30506
H -29.03186 -10.47330 3.05505
H -21.98551 -7.97069 2.30856
C -28.79937 -6.68119 -1.44249
O -22.14962 -8.35445 -5.84187
H -28.50368 -12.62511 -4.07201
F -22.87458 -11.15807 -5.13299
H -25.34301 -5.72500 -2.57189
O -21.96158 -4.71576 -3.26460
C -23.05326 -14.94586 2.54395
H -27.44552 -8.19059 4.15946
H -25.43968 -6.38514 0.53244
C -22.10635 -5.45184 3.05477
F -20.89009 -11.79404 -4.77844
H -17.66393 -7.72928 0.07548
H -29.25478 -6.16517 -4.25056
H -30.95178 -5.15784 -3.34718
H -19.65756 -13.13292 -0.13422
H -21.77109 -15.71244 -2.14974
O -26.59189 -12.16328 -3.52414
N -24.39565 -5.90814 -2.25914
H -24.66916 -10.16557 4.75310
O -25.84485 -7.91376 0.27542
H -20.36148 -3.53702 -3.07880
H -23.20341 -12.19185 6.52544
H -20.01663 -2.21344 -0.88277
O -30.10187 -9.00101 0.73780
C -27.84173 -10.71774 -4.92027
C -21.17855 -11.71586 -0.54121
F -24.57035 -11.39840 -0.91870
F -26.08107 -11.00310 0.56097
H -28.92970 -9.19205 -4.25145
N -28.00177 -8.23860 2.19190
H -24.34065 -6.69578 -1.59057
O -32.08947 -9.21840 -0.62883
H -20.76577 -13.06345 1.09604
C -21.62353 -10.92764 -5.54338
H -29.49174 -4.49752 -2.82806
H -29.74955 -7.85633 5.06574
C -28.34703 -9.99503 3.76082
H -22.13767 -11.72333 -0.02578
H -22.23301 -2.08625 4.14419
H -24.09600 -7.42546 -5.27068
H -22.52213 -14.49385 -3.16104
C -27.62059 -12.18285 -4.53426
H -27.25196 -12.70241 -5.42828
C -29.84723 -3.56855 0.70696
H -24.51675 -3.84221 1.93292
O -22.30958 -5.90407 1.76705
C -18.85519 -6.51431 -1.96655
H -20.45131 -9.61238 7.06091
H -20.58968 -9.96942 0.45090
H -23.90995 -8.65481 5.35669
H -19.39740 -2.36381 0.80141
N -20.57437 -11.61565 5.56767
H -28.18661 -5.88818 -1.04249
H -30.64210 -6.00430 0.26849
H -28.95477 -2.95777 0.59679
H -28.79395 -8.45571 1.56091
C -19.80157 -2.90158 -0.04953
H -22.76827 -5.91146 3.77949
O -29.78406 -4.31099 -0.54377
C -26.56623 -9.98109 -5.18608
H -27.74985 -7.20014 2.08924
C -21.35472 -12.44197 -1.87930
H -28.80778 -7.47232 -0.72166
H -19.50208 -10.36872 -0.95973
H -22.27143 -12.10492 -2.36754
O -25.32869 -5.45470 0.80288
H -28.54641 -10.61371 -5.74477
F -21.56145 -11.31808 -6.82610
F -31.33482 -12.46064 -0.38534
H -25.91356 -10.56792 -5.82620
H -20.68272 -10.66294 5.23749
H -16.63009 -7.54526 -1.08004
O -23.93473 -8.31226 -1.16155
H -30.78177 -7.06209 -1.97909
H -26.83061 -14.14782 -2.72911
H -19.57618 -11.90182 5.58026
H -25.45389 -13.97350 -3.77906
H -29.75623 -4.23161 1.56739
H -21.03312 -12.55929 7.32647
H -25.53146 -13.06819 -2.18718
H -22.78985 -7.54491 0.70005
H -20.75666 -3.44238 0.07635
H -19.56674 -5.77529 -2.33501
H -20.49726 -12.29413 -2.55042
C -24.58776 -6.98197 -4.39501
H -30.71469 -2.91251 0.68766
C -30.70406 -5.37577 -0.64418
F -24.01324 -14.91998 3.41444
C -21.16405 -11.57705 6.89485
F -24.00739 -10.47555 0.94927
C -20.34587 -10.55505 7.61435
N -30.02630 -5.35022 -2.94265
H -29.44744 -6.74465 3.75657
C -21.01680 -3.89257 -3.87335
H -19.29866 -10.91269 7.56891
N -17.06373 -7.01387 -0.33537
H -17.11324 -5.25024 -1.44079
H -18.31640 -6.83508 -2.86665
H -31.58902 -7.12200 -6.33290
H -28.28725 -7.05373 -2.32403
O -25.95420 -3.71085 2.00648
H -26.76142 -8.95429 -5.46133
C -30.97953 -11.49348 0.49445
C -22.30747 -3.87629 3.03601
F -23.34484 -13.90671 1.61607
O -21.43514 -13.81354 -1.51007
H -30.43984 -8.20081 3.46797
C -26.08302 -13.41913 -3.05928
H -19.41356 -5.35763 0.52756
H -20.86858 -3.18277 4.46425
H -25.32279 -6.22159 -4.69130
O -21.92616 -13.07324 3.81292
C -26.90225 -11.89303 3.37352
N -20.21515 -12.45807 0.39557
O -29.85695 -9.96176 -1.43131
S -21.47478 -14.40766 3.26702
O -18.78132 -3.77692 -0.65444
O -19.72574 -9.05187 -5.77242
H -31.73036 -5.11035 -0.84877
C -17.88541 -5.87284 -0.96649
H -21.02536 -9.67472 -1.23572
H -27.28986 -12.41564 4.28107
O -27.24966 -5.66276 2.07276
C -29.92647 -7.48486 -5.48159
H -21.08738 -5.64197 3.39780
N -28.48838 -9.97122 -3.80524
C -24.96031 -10.54438 0.00855
O -20.57885 -14.15741 2.18235
O -26.16257 -8.91783 -1.92442
H -22.91789 -10.92169 7.86463
H -23.83825 -2.54626 2.72946
H -20.51721 -4.34222 -4.73623
H -27.12225 -8.67654 1.93382
F -29.87620 -11.90389 1.14716
H -23.97179 -5.13017 -1.75390
H -27.77261 -9.66831 -3.15918
H -22.93042 -7.10529 -3.12829

Forces on the atoms, in the same order (eV/Å):
0.82 -0.53 0.23
3.36 -0.01 -0.61
-0.58 0.87 -0.04
-0.85 -0.20 -0.07
-0.07 0.38 -0.12
-0.08 0.64 -0.17
-0.12 -0.31 0.52
-0.30 0.03 -0.01
-1.17 1.13 0.71
-2.00 -0.08 -1.83
-0.03 0.27 0.05
0.90 -0.35 1.01
-0.64 0.03 0.56
0.09 0.01 0.54
0.23 1.11 0.01
-0.32 0.82 -1.06
0.08 0.14 -0.37
0.26 0.19 -0.04
0.20 -0.81 -1.59
-2.13 1.79 -0.99
0.17 -0.70 -0.23
0.00 0.31 0.05
-0.50 -0.02 0.15
-0.88 0.14 0.47
1.00 -1.42 -0.10
-0.17 -0.34 -0.17
-0.29 -0.33 0.52
-0.12 -1.12 0.17
-0.36 -0.12 -0.15
-0.52 -0.94 -0.46
-0.09 -0.32 1.21
-0.61 1.02 -1.29
1.19 2.24 1.28
-0.80 0.89 0.21
0.03 -0.29 -0.48
0.02 -0.58 0.19
0.02 -0.16 0.32
0.37 0.33 0.09
0.12 -0.22 -0.48
-0.17 -0.16 -0.50
-0.25 -0.11 0.04
-1.26 0.82 -0.29
0.95 0.18 -1.18
-0.35 1.15 1.25
-0.78 0.36 -0.98
-0.66 -0.17 -0.43
0.07 -0.30 0.19
-0.21 0.14 -0.12
-0.37 0.92 -0.82
1.90 -0.75 0.28
1.17 -0.82 0.03
-0.26 -0.23 -0.47
-0.49 0.57 -0.02
-0.39 0.30 0.61
-0.01 -0.88 0.42
0.21 2.12 -2.24
0.10 0.34 0.11
-0.79 -0.11 0.56
0.26 2.43 0.46
0.35 0.47 -0.71
-0.14 0.35 0.63
-0.24 -0.53 0.37
0.62 0.29 0.33
0.02 0.08 0.11
0.19 -0.37 0.18
-0.40 -0.56 -0.54
0.43 0.36 0.08
0.35 -0.21 0.14
0.41 -1.53 0.07
0.46 -0.30 -0.22
-0.28 0.03 0.49
0.23 0.10 0.57
-0.23 -0.33 0.54
-0.37 -0.54 0.25
0.92 0.03 0.14
0.20 0.14 -0.24
0.23 0.34 -0.10
-0.69 0.98 -0.24
1.11 2.06 -0.69
-0.35 -0.23 -0.19
1.33 -1.29 0.20
1.07 0.33 -0.17
0.12 -0.61 0.41
-0.39 0.00 0.59
0.29 -0.28 -0.49
0.11 -1.06 -0.70
0.10 0.19 0.02
0.26 -0.28 0.37
-0.09 0.18 0.39
0.01 0.13 -0.09
1.22 0.58 0.64
-0.37 -0.22 0.17
0.70 -0.22 -1.88
0.36 0.08 0.44
-0.47 -1.36 -0.09
0.34 0.77 0.32
0.27 -0.01 0.12
0.25 0.44 0.22
-0.10 0.14 -0.27
-0.18 -0.12 0.27
0.61 0.23 -0.93
0.21 0.41 0.19
-0.39 0.37 -0.09
0.03 0.23 0.59
0.05 -0.48 -0.30
0.38 -0.60 -2.14
-0.48 -0.12 0.22
-0.77 0.71 1.20
1.05 -0.44 0.73
-0.39 -0.79 -0.10
0.61 -0.74 0.55
0.00 -0.53 0.43
0.03 -0.33 0.29
0.07 0.17 -0.07
-0.51 1.50 0.53
0.11 -0.33 -0.10
0.36 0.51 0.74
0.28 0.94 0.73
-0.12 0.43 -0.71
0.30 0.30 -0.42
0.62 0.16 -0.45
0.49 -0.47 0.50
-0.29 0.03 -0.13
-0.40 0.36 -0.01
-0.81 0.31 0.05
-0.03 0.62 0.03
-0.23 0.07 0.03
0.04 -0.31 0.22
0.31 -0.71 -0.10
0.03 -0.28 0.20
0.56 -0.04 0.54
0.00 0.12 0.22
-0.16 0.20 0.06
-1.79 -0.90 -0.46
-0.23 -0.15 0.42
0.96 -1.02 1.17
-0.58 -0.79 0.47
-0.94 -0.68 1.45
-0.09 0.19 -0.02
0.73 0.52 -0.36
-0.69 -0.57 -2.00
-0.12 -0.31 -0.08
-0.30 1.39 0.05
-0.34 0.57 0.37
-0.78 0.19 -0.39
-0.24 -0.30 -0.26
-0.25 -0.53 0.35
0.87 0.18 0.37
-0.03 -0.23 -0.17
-1.38 -2.01 -0.66
0.10 0.12 -0.66
-0.65 0.50 -0.14
0.67 -1.79 -1.07
0.25 -1.20 0.89
-0.31 -0.06 0.18
0.32 0.05 -0.02
-0.07 0.47 0.13
0.91 0.21 0.06
0.55 0.06 0.03
-0.10 -0.19 -0.32
0.33 -1.77 0.11
-0.60 0.86 0.67
-1.49 -0.65 -0.88
-0.27 -0.60 -0.33
1.34 0.24 3.66
-0.77 0.29 0.83
-1.32 -0.23 0.29
-0.40 0.52 0.07
0.34 0.10 -0.65
-0.48 0.40 -0.23
0.36 0.50 -0.43
1.50 2.36 -0.60
-0.23 -2.52 -1.04
0.26 -0.08 0.07
0.19 -1.32 0.39
-0.71 1.03 -0.19
0.67 -0.13 -1.97
1.26 -0.52 1.88
-0.57 -0.40 0.28
0.01 -0.55 0.07
0.19 -0.19 0.30
-0.23 -0.53 -0.44
0.08 0.19 -0.57
-0.10 0.37 -0.37
0.21 0.24 0.63
-0.14 -0.09 0.21